# C6H12N2O

A molecular structure, C6H12N2O in a non-equilibrium geometry (ωB97M-V with the def2-TZVPD basis set, the OMol25 dataset).

Geometry as XYZ:
```
21
Properties=species:S:1:pos:R:3:forces:R:3
H 0.562409 -2.235387 -1.574815 -0.170 0.019 0.031
H 3.220323 -1.071117 1.371375 0.037 0.076 -0.020
H -1.422546 -1.464232 1.155973 0.013 -0.018 -0.008
C -0.340842 -0.476058 -1.175561 0.910 1.068 1.400
H -2.878762 -1.022402 0.236604 0.003 -0.069 -0.026
N -0.330777 -1.821860 -1.353477 -0.111 -0.157 -0.029
N 1.411507 -0.506555 0.536664 -0.381 0.121 0.006
H -1.489242 2.145697 0.551820 -0.072 0.016 0.075
H 1.838218 1.833447 -0.151528 -0.045 -0.088 0.078
C -1.989768 -0.630522 0.737670 0.011 0.214 -0.036
H -0.947759 -2.412217 -0.809138 0.166 0.061 0.040
C -1.141387 0.164435 -0.228946 -1.511 -0.446 -0.379
C 2.787380 -0.207495 0.867638 -0.129 0.284 0.076
H 2.866513 0.645560 1.555293 0.088 -0.039 0.060
H 3.401661 0.028300 -0.011802 -0.038 -0.056 -0.019
H -0.979115 2.121968 -1.138098 -0.144 -0.033 -0.068
H -2.625347 1.613331 -0.684762 0.037 -0.056 -0.054
H -2.342329 0.002980 1.554960 0.075 -0.059 -0.037
C 0.766637 0.242434 -0.275997 0.817 -0.833 -1.598
C -1.573174 1.602588 -0.391752 0.634 0.066 0.261
O 1.206399 1.447105 -0.772122 -0.192 -0.071 0.246
```
Positions in Å, forces in eV/Å.

The strongest force on any atom is 1.98 eV/Å. As for the energy above the lowest of the compared OMol25 structures with the same formula, charge and spin: 334.1 kJ/mol. The HOMO-LUMO gap (spin up / spin down) is 0.2969 / 0.2969 Eh. The LUMO energy (spin up / spin down) comes out at 0.758 / 0.758 eV. For the calculated total energy, the calculation gives -420.4566 hartree.

# C6H12N2O

C6H12N2O in the gas phase in a non-equilibrium geometry (ωB97M-V with the def2-TZVPD basis set, the OMol25 dataset).

Geometry as XYZ:
```
21
Properties=species:S:1:pos:R:3:forces:R:3
H 1.683154 0.922252 -2.534204 0.054 -0.071 0.138
H -2.753580 -0.750508 1.247495 0.154 0.000 -0.063
H -1.217148 -2.426526 -0.386641 0.034 0.123 -0.029
H 0.313018 1.754804 -1.767510 0.032 -0.119 0.041
H 0.460375 -2.541882 0.166355 -0.021 -0.070 -0.048
O 2.208142 -0.504931 -0.259664 -0.536 0.360 -0.334
C -0.991253 0.301182 0.600692 0.397 0.024 -0.782
N 0.078632 1.225690 1.120447 0.529 0.506 0.347
C 1.099487 0.115578 -0.682411 -0.100 -1.474 -0.306
C -1.999917 -0.079756 1.660739 0.196 -0.570 0.125
H -1.538216 -0.563915 2.526740 -0.051 0.115 0.053
C -0.200281 -2.078418 -0.571675 0.190 -0.037 0.292
H -2.523036 0.818884 2.003904 0.229 0.056 -0.064
H 1.969121 2.027473 -1.164292 0.020 -0.015 -0.029
H 0.396224 1.043505 2.068952 -0.212 0.214 -0.267
H 0.112661 2.206098 0.858734 -0.793 -0.166 0.298
N -1.317495 0.260280 -0.713043 -0.118 1.101 -0.175
H 0.104238 -2.434365 -1.560463 -0.067 0.008 0.010
C 1.280106 1.290681 -1.582085 -0.177 0.202 0.363
H 2.999786 -0.018271 -0.536230 -0.172 -0.005 0.112
C -0.164016 -0.567856 -0.495843 0.411 -0.184 0.318
```
Positions in Å, forces in eV/Å.

The strongest force on any atom is 1.51 eV/Å. As for the energy above the lowest of the compared OMol25 structures with the same formula, charge and spin: 441.5 kJ/mol. The HOMO-LUMO gap (spin up / spin down) is 0.2535 / 0.2535 Eh. The LUMO energy (spin up / spin down) comes out at 0.149 / 0.148 eV. For the calculated total energy, the calculation gives -420.4157 hartree.

# C6H12N2O

2 unconnected molecules or ions with the total composition C6H12N2O in a non-equilibrium geometry (ωB97M-V with the def2-TZVPD basis set, the OMol25 dataset).

Geometry as XYZ:
```
21
Properties=species:S:1:pos:R:3:forces:R:3
H -0.942633 3.325466 1.674754 -0.395 -0.428 -0.007
H -1.998592 1.986785 2.264080 0.849 -0.402 -0.734
H 3.077160 -3.022058 1.574086 -0.429 0.626 0.873
N 0.011129 0.420214 -0.928172 1.041 0.037 0.362
H 1.312833 -2.692570 2.146444 0.504 0.405 0.302
C -1.300462 0.264992 -1.240308 0.513 -0.426 -0.323
C 0.074137 1.451978 -0.009112 -1.606 0.277 -0.216
C 1.993767 -1.718592 0.329956 0.933 1.292 -3.105
H 1.775743 -3.803525 0.945898 -0.258 0.555 -0.559
H 0.722317 -0.351689 -1.063351 -1.293 1.295 -0.207
H 2.924561 -1.454000 -0.257557 -0.073 -0.893 1.461
C -1.685385 2.562981 1.363643 -1.457 2.161 1.016
N -2.093314 1.137964 -0.672980 0.655 -0.018 0.841
H -1.552934 -0.610215 -1.832517 -0.385 0.477 -0.131
H 1.736606 -0.743794 0.747685 -0.465 -0.225 0.177
H 0.924330 1.880434 0.499895 0.265 -0.479 -0.271
C -1.238140 1.871420 0.156717 0.841 -1.835 -0.193
H -2.640103 3.091200 1.198397 0.392 0.217 -0.328
O 1.095528 -1.896244 -0.804139 -0.834 -0.506 0.365
H 1.160308 -2.709137 -1.327206 0.561 0.157 0.681
C 2.025657 -2.796295 1.330947 0.639 -2.287 -0.004
```
Positions in Å, forces in eV/Å.

The strongest force on any atom is 3.49 eV/Å. As for the energy above the lowest of the compared OMol25 structures with the same formula, charge and spin: 167.8 kJ/mol. The HOMO-LUMO gap is 0.3098 Eh. The SMILES is Cc1c[nH]cn1.CCO. The LUMO energy comes out at 0.500 eV. For the calculated total energy, the calculation gives -420.5200 hartree.

# C6H12N2O2

2 unconnected molecules or ions with the total composition C6H12N2O2 in a non-equilibrium geometry (ωB97M-V with the def2-TZVPD basis set, the OMol25 dataset).

Geometry as XYZ:
```
22
Properties=species:S:1:pos:R:3:forces:R:3
C 0.307122 -0.827197 1.310175 0.014 0.068 0.230
H 2.753194 1.198637 -0.268765 2.354 -3.445 -0.906
H -2.385959 -2.007183 -0.547233 0.228 0.008 0.189
H 0.936491 0.067084 1.315012 -0.086 -0.117 -0.127
O 1.316559 0.257043 -2.427846 -0.163 -0.134 2.457
H 0.939711 -1.716501 1.179621 -0.118 0.220 0.035
C -0.713810 1.822060 -0.016308 0.241 -0.025 0.235
C -1.355401 0.462481 -0.259769 -0.067 0.014 0.164
H -1.302529 2.603439 -0.513941 0.050 -0.163 0.113
H -2.229391 -2.049148 1.229202 0.128 -0.019 -0.198
C -0.773154 -0.806022 0.255740 -0.036 0.288 0.084
H -0.164190 -0.890074 2.300622 0.109 -0.072 -0.203
H -2.411968 0.470169 -0.536461 0.297 -0.059 -0.003
H 1.060234 2.529567 -0.972424 -0.126 -0.424 -0.309
C -1.669656 -2.022441 0.283572 -0.095 -0.104 0.029
H 3.210592 -0.324093 0.092210 -0.074 0.141 0.141
N 0.601512 1.696533 -0.623741 0.626 -2.337 -0.400
H -1.068113 -2.939796 0.215632 -0.169 0.215 -0.028
N -0.478047 -0.337883 -1.123011 -0.145 -1.025 0.422
H -0.652139 2.061003 1.056747 -0.043 -0.012 -0.219
O 3.381231 0.362329 -0.560646 -1.833 3.222 1.188
C 0.697717 0.389990 -1.388388 -1.094 3.760 -2.894
```
Positions in Å, forces in eV/Å.

The strongest force on any atom is 4.87 eV/Å. As for the energy above the lowest of the compared OMol25 structures with the same formula, charge and spin: 200.6 kJ/mol. The HOMO-LUMO gap is 0.3751 Eh. The SMILES is CC1(C)[C@H]2CNC(=O)N21.O. The LUMO energy comes out at 0.635 eV. For the calculated total energy, the calculation gives -495.7611 hartree.

# C6H12N2O2

C6H12N2O2 in the gas phase in a non-equilibrium geometry (ωB97M-V with the def2-TZVPD basis set, the OMol25 dataset).

Geometry as XYZ:
```
22
Properties=species:S:1:pos:R:3:forces:R:3
O 0.427588 1.099741 0.719316 -1.256 0.062 -0.086
N 1.396157 0.351306 -1.320870 -0.478 -0.235 0.031
H 0.703599 0.941751 -1.792758 0.519 -0.193 0.151
H -1.460188 3.321016 1.347159 -0.135 -0.043 -0.085
H 1.494363 -1.149156 1.711833 -0.046 0.124 -0.198
H -2.599246 1.946912 1.151101 0.140 0.240 -0.101
C -0.719757 1.677206 0.216649 0.301 0.872 -0.656
C 0.849637 -0.029640 -0.032420 -0.322 -1.207 -1.041
H -1.253779 1.820013 2.288816 0.028 0.112 -0.237
H 2.733237 -0.092961 1.046995 -0.135 -0.005 -0.215
H 2.259984 0.872393 -1.189914 -0.227 -0.081 -0.014
H 0.436436 -2.550830 -1.438855 0.045 0.166 -0.244
H 2.330438 -1.616394 0.220446 -0.195 0.265 -0.059
C -0.459149 -1.925151 -1.415115 0.159 0.334 -0.018
H -1.329911 -2.585677 -1.376276 0.084 0.160 0.114
C -0.412486 -1.022763 -0.206643 -0.760 -0.624 1.288
C 1.913547 -0.768214 0.774293 -0.017 -0.039 0.534
H -1.979081 -1.869896 0.522857 0.331 0.272 -0.071
N -1.284076 -1.149033 0.747672 1.585 0.901 -1.164
C -1.558546 2.234301 1.324532 -0.150 -0.243 0.340
O -0.966935 1.817001 -0.975106 0.296 -0.665 1.748
H -0.521829 -1.321925 -2.323714 0.231 -0.174 -0.018
```
Positions in Å, forces in eV/Å.

The strongest force on any atom is 2.16 eV/Å. As for the energy above the lowest of the compared OMol25 structures with the same formula, charge and spin: 52.4 kJ/mol. The HOMO-LUMO gap is 0.3914 Eh. The SMILES is [H]/N=C(\C)[C@@](C)(N)OC(C)=O. The LUMO energy comes out at 0.973 eV. For the calculated total energy, the calculation gives -495.8176 hartree.

# C6H12N2O2S

C6H12N2O2S in the gas phase in a non-equilibrium geometry (ωB97M-V with the def2-TZVPD basis set, the OMol25 dataset).

Geometry as XYZ:
```
23
Properties=species:S:1:pos:R:3:forces:R:3
S -0.371943 1.592457 -1.550083 -1.608 -0.265 -0.953
C 0.429808 -2.354754 2.166071 1.666 -0.335 -0.537
H -3.534961 0.249505 -0.522990 -0.726 -0.044 0.455
H 1.645051 -0.900369 2.899465 0.641 -0.623 -1.186
H 0.799456 -0.357664 -1.898906 0.001 -0.533 -0.609
N -0.435002 -3.091129 2.327928 -0.385 0.215 0.014
H -2.211786 0.785964 -2.525870 0.795 -0.261 1.935
H 1.655251 1.007371 -1.176054 0.256 -0.628 0.178
O -0.162875 1.866909 -2.975778 -0.068 0.254 1.888
H -2.359579 1.365124 0.494285 -1.432 -0.991 -2.533
C 1.736504 -1.610814 2.008719 -0.858 0.110 2.037
H 2.568281 -2.331316 2.206258 -0.767 0.586 -0.017
C -2.890484 1.103584 -0.568962 1.282 3.136 1.823
C 0.603658 -0.210547 0.233983 1.487 1.446 2.864
H 2.395020 -1.639126 -0.045645 -1.149 1.289 0.743
O -0.308364 2.586591 -0.483919 -0.410 -0.670 -1.377
H 2.760942 -0.114278 0.854894 -1.045 -0.738 -0.273
H 0.386274 0.705179 0.946670 0.340 -1.935 -1.045
H -0.138541 -0.964592 0.398727 -0.902 -0.083 -0.562
C 1.932109 -0.873099 0.689799 1.248 -0.264 -0.351
C 0.768664 0.353735 -1.104937 0.633 1.197 -1.035
H -3.419706 2.129592 -0.855085 0.821 -2.328 0.458
N -1.847778 0.701679 -1.518571 0.180 1.467 -1.917
```
Positions in Å, forces in eV/Å.

The strongest force on any atom is 3.85 eV/Å. As for the energy above the lowest of the compared OMol25 structures with the same formula, charge and spin: 170.2 kJ/mol. The HOMO-LUMO gap is 0.4032 Eh. The SMILES is CNS(=O)(=O)CCCCC#N. The LUMO energy comes out at 0.625 eV. For the calculated total energy, the calculation gives -893.9348 hartree.

# C6H12N2O3

2 unconnected molecules or ions with the total composition C6H12N2O3 in a non-equilibrium geometry (ωB97M-V with the def2-TZVPD basis set, the OMol25 dataset).

Geometry as XYZ:
```
23
Properties=species:S:1:pos:R:3:forces:R:3
H -2.049662 0.931471 -2.389080 -0.203 0.040 -0.878
H -0.359069 -0.634546 -1.694123 -0.250 0.804 1.210
O 1.964662 0.052415 -1.475669 -0.765 -0.118 0.722
H -2.859911 0.184453 0.057321 0.056 1.087 -0.336
H -0.535681 1.855222 -2.259289 1.395 0.702 -1.354
H 0.218419 -1.309584 0.878450 -0.706 -1.297 -0.276
C 2.173431 -2.078968 1.284325 2.603 -0.091 -0.108
H 1.149958 -0.693113 2.218057 -0.209 1.556 1.569
C 1.097106 -1.393610 1.460770 -0.713 0.023 0.651
H 3.121575 -1.740361 1.806940 -1.299 -1.034 -0.457
O -1.088370 1.784402 1.475368 0.572 -1.702 -0.869
H 2.215842 -2.782545 0.492366 0.468 -0.712 -0.554
N 1.615022 0.483965 -0.388601 2.816 1.502 0.430
C -2.069214 -0.441853 -0.308240 1.870 -0.748 1.272
H 0.761367 1.588981 1.596569 1.739 -0.020 0.701
C -0.773730 0.120762 -0.957532 -0.986 0.386 -0.725
H -1.772954 2.024882 -1.122630 -0.163 0.297 0.627
N 0.006246 1.229833 1.073558 -1.552 2.320 -0.041
C 0.285820 0.578999 -0.009248 -3.351 -0.411 -1.151
O 2.384327 0.996561 0.435072 0.512 -0.421 -0.618
C -1.272841 1.320516 -1.760569 -0.894 -0.593 0.774
H -1.750267 -0.954543 0.599309 -0.327 -0.627 -0.049
H -2.462076 -1.123338 -1.013120 -0.613 -0.943 -0.538
```
Positions in Å, forces in eV/Å.

The strongest force on any atom is 3.57 eV/Å. As for the energy above the lowest of the compared OMol25 structures with the same formula, charge and spin: 831.2 kJ/mol. The HOMO-LUMO gap (spin up / spin down) is 0.2992 / 0.2992 Eh. The SMILES is CC(C)/C(=[NH+]\[O-])[N+](=O)[O-].C=C. The LUMO energy (spin up / spin down) comes out at -1.502 / -1.502 eV. For the calculated total energy, the calculation gives -570.7862 hartree.

# C6H12N2S

A gas-phase ion, C6H12N2S (charge +2) in a non-equilibrium geometry (ωB97M-V with the def2-TZVPD basis set, the OMol25 dataset).

Geometry as XYZ:
```
21
Properties=species:S:1:pos:R:3:forces:R:3
H -1.942941 0.270775 0.196823 -0.394 -0.671 -0.053
C 0.693657 1.219922 -0.597258 -1.165 2.012 -0.583
C -0.312601 0.953704 1.508620 1.324 0.165 0.933
C -1.344665 -0.438462 -1.775058 -3.137 1.057 -0.049
H -1.268226 -1.456099 0.044512 -0.080 0.809 0.846
N 1.693730 -1.681199 -0.324750 -1.747 3.960 2.298
S 0.702755 -1.018164 3.099383 0.256 -0.266 -3.245
H 1.521075 1.736226 -0.199996 1.486 -0.335 1.211
N 0.061768 0.193564 0.270407 2.165 0.278 0.706
C 0.975255 -0.942545 0.527342 0.484 -2.083 2.303
H -1.680074 0.590126 -2.088517 0.648 -1.167 -0.312
H 2.282106 -2.416383 0.093145 -0.164 0.178 -0.449
H -0.047384 1.142003 3.493617 -0.479 2.292 2.882
H -2.138739 -1.185888 -2.186754 0.966 1.340 1.466
H -0.510216 -0.798952 -2.272082 1.996 -0.254 -1.007
C -0.021072 0.480107 2.736417 0.105 -1.372 -3.918
H 0.085576 2.143788 -0.815311 -0.418 -1.530 0.085
H -0.463913 1.996378 1.170579 -0.463 -0.747 1.047
H 1.984658 -1.137535 -1.155564 0.026 -1.174 -0.237
H 0.927907 0.736722 -1.475812 0.587 -0.603 -2.181
C -1.198655 -0.388086 -0.249744 -1.996 -1.892 -1.743
```
Positions in Å, forces in eV/Å.

The strongest force on any atom is 4.90 eV/Å. The net charge is +2. As for the energy above the lowest of the compared OMol25 structures with the same formula, charge and spin: 299.3 kJ/mol. The HOMO-LUMO gap (spin up / spin down) is 0.2437 / 0.2440 Eh. The LUMO energy (spin up / spin down) comes out at -11.326 / -11.321 eV. For the calculated total energy, the calculation gives -742.6418 hartree.